No. 1
{"formula": "C69H174N9O23", "method": "ωB97M-V with the def2-TZVPD basis set", "charge": -1, "gap_ev": 4.06, "species": ["C", "C", "C", "C", "C", "C", "N", "O", "C", "C", "C", "H", "H", "H", "H", "H", "H", "H", "H", "H", "H", "H", "H", "H", "H", "H", "H", "H", "H", "C", "C", "O", "H", "H", "H", "H", "H", "H", "C", "C", "O", "H", "H", "H", "H", "H", "H", "C", "C", "O", "H", "H", "H", "H", "H", "H", "C", "C", "O", "H", "H", "H", "H", "H", "H", "C", "C", "O", "H", "H", "H", "H", "H", "H", "C", "C", "O", "H", "H", "H", "H", "H", "H", "C", "O", "C", "C", "N", "C", "C", "O", "C", "H", "H", "H", "H", "H", "H", "H", "H", "H", "H", "H", "H", "H", "H", "H", "C", "O", "C", "C", "N", "C", "C", "O", "C", "H", "H", "H", "H", "H", "H", "H", "H", "H", "H", "H", "H", "H", "H", "H", "C", "O", "C", "C", "N", "C", "C", "O", "C", "H", "H", "H", "H", "H", "H", "H", "H", "H", "H", "H", "H", "H", "H", "H", "C", "O", "C", "C", "N", "C", "C", "O", "C", "H", "H", "H", "H", "H", "H", "H", "H", "H", "H", "H", "H", "H", "H", "H", "C", "O", "C", "C", "N", "C", "C", "O", "C", "H", "H", "H", "H", "H", "H", "H", "H", "H", "H", "H", "H", "H", "H", "H", "C", "O", "C", "C", "N", "C", "C", "O", "C", "H", "H", "H", "H", "H", "H", "H", "H", "H", "H", "H", "H", "H", "H", "H", "C", "O", "C", "C", "N", "C", "C", "O", "C", "H", "H", "H", "H", "H", "H", "H", "H", "H", "H", "H", "H", "H", "H", "H", "C", "O", "C", "C", "N", "C", "C", "O", "C", "H", "H", "H", "H", "H", "H", "H", "H", "H", "H", "H", "H", "H", "H", "H"], "positions_angstrom": [[-2.8972, -0.0680, -1.3926], [-1.4482, 0.2912, -1.0533], [-1.6402, 1.8300, -0.8458], [-0.3907, 2.4325, -0.1344], [-0.2126, 1.7047, 1.1669], [0.0479, 0.1894, 1.1118], [-1.0833, -0.3610, 0.2998], [-0.8960, -1.7911, 0.1640], [-0.1381, -0.3440, 2.5476], [1.5308, -0.0305, 0.6980], [-0.6267, 0.1004, -2.3666], [-3.7621, 0.1911, -0.7821], [-2.9277, -1.1373, -1.6018], [-3.2337, 0.4243, -2.3050], [-2.5262, 1.9179, -0.2169], [-1.8311, 2.2898, -1.8154], [-0.5569, 3.4848, 0.0959], [0.5388, 2.4622, -0.7030], [-0.8684, 2.0245, 1.9766], [0.6878, 2.1115, 1.6274], [-0.0730, -1.4312, 2.5902], [-1.1828, -0.2107, 2.8284], [0.5250, 0.1135, 3.2818], [2.2805, -0.2140, 1.4676], [1.8602, 0.9117, 0.2599], [1.6433, -0.8762, 0.0196], [0.4126, 0.0063, -2.0519], [-0.6480, 0.8441, -3.1632], [-0.8305, -0.9045, -2.7364], [-1.8291, -3.8960, -4.4580], [-1.5064, -3.7492, -3.0039], [-1.8784, -4.8067, -2.2131], [-1.4006, -4.8301, -4.8213], [-1.3574, -3.1484, -5.0958], [-2.9177, -3.9038, -4.5114], [-2.0528, -2.8540, -2.7071], [-0.4994, -3.4102, -2.7608], [-1.8296, -5.5880, -2.7688], [0.0265, 2.7248, 5.3786], [-0.0837, 2.6377, 6.9391], [-1.4194, 2.4755, 7.2567], [0.0369, 3.7944, 5.1691], [-0.6457, 2.2098, 4.6923], [1.0149, 2.3873, 5.0667], [0.2701, 3.6038, 7.2991], [0.4268, 1.8243, 7.4548], [-1.5188, 2.4712, 8.2115], [-3.9765, -0.1049, 3.3891], [-4.2872, -1.2766, 2.4728], [-3.0778, -1.8973, 2.1314], [-4.8342, 0.4815, 3.7187], [-3.4231, 0.6468, 2.8263], [-3.4174, -0.5355, 4.2198], [-4.8103, -0.8656, 1.6093], [-5.0012, -1.9666, 2.9223], [-2.5328, -1.2695, 1.6514], [0.1278, 1.4619, -7.9382], [0.9095, 1.3117, -6.6541], [0.0000, 1.2100, -5.5144], [-0.4073, 2.4103, -7.9865], [-0.6902, 0.7415, -7.9325], [0.7047, 1.4337, -8.8625], [1.4761, 2.2216, -6.4562], [1.6597, 0.5222, -6.6092], [-0.1303, 2.1177, -5.2304], [0.8731, 5.9552, -0.0544], [0.7910, 7.4676, 0.0759], [1.9074, 8.1422, 0.5895], [0.0552, 5.6594, -0.7113], [0.9161, 5.3689, 0.8635], [1.7924, 5.7173, -0.5895], [-0.0408, 7.7656, 0.7142], [0.4462, 7.9127, -0.8575], [2.0037, 8.9703, 0.1135], [5.3135, 1.4217, -0.5581], [6.0825, 2.3921, 0.2788], [7.3909, 1.8488, 0.4418], [5.5564, 1.2790, -1.6111], [4.2657, 1.7208, -0.5300], [5.3669, 0.4330, -0.1022], [5.5886, 2.6859, 1.2051], [6.0024, 3.3626, -0.2109], [7.2208, 0.9854, 0.8256], [8.2829, -0.8862, 2.8779], [7.1224, -0.1077, 2.7007], [6.4882, 0.0559, 3.9718], [5.1297, 0.7097, 3.8282], [5.2140, 2.1897, 4.0372], [3.9232, 2.8423, 3.8053], [3.9444, 4.3749, 3.6755], [4.8582, 4.7975, 2.6745], [4.8976, 6.1873, 2.6129], [9.0794, -0.2816, 3.3118], [8.7158, -1.0953, 1.8997], [8.1763, -1.8851, 3.3008], [7.2475, 0.5243, 4.5981], [6.4106, -0.8966, 4.4961], [4.5190, 0.2038, 4.5760], [4.6765, 0.4365, 2.8753], [5.7756, 2.6860, 3.3601], [3.2685, 2.5906, 4.6396], [3.5378, 2.3526, 2.9110], [4.3314, 4.6243, 4.6634], [2.9719, 4.8020, 3.4305], [3.8785, 6.4986, 2.3831], [5.5415, 6.5086, 1.7942], [5.1702, 6.6920, 3.5398], [-0.9122, 5.5518, -9.7557], [-0.7866, 4.7885, -8.5508], [-2.0344, 4.6324, -7.9613], [-1.8132, 5.3176, -6.5366], [-0.9972, 4.4200, -5.7082], [-0.4287, 5.2685, -4.6590], [0.1208, 4.5528, -3.4055], [1.3363, 3.9594, -3.8981], [1.9126, 3.0777, -2.9336], [-1.6079, 4.9576, -10.3482], [0.0124, 5.7723, -10.2892], [-1.3286, 6.5457, -9.5920], [-2.5817, 3.6918, -8.0225], [-2.8614, 5.2327, -8.3406], [-2.8193, 5.3088, -6.1174], [-1.4336, 6.3282, -6.6876], [-0.1799, 4.2112, -6.2636], [-1.2254, 5.9377, -4.3343], [0.2895, 5.9838, -5.0599], [-0.5718, 3.8061, -3.0171], [0.3780, 5.2995, -2.6542], [1.9769, 3.4095, -1.8973], [2.9051, 2.8283, -3.3092], [1.3243, 2.1605, -2.9616], [8.8065, -5.5693, -1.3135], [8.6691, -4.1206, -1.0226], [7.8821, -3.8014, 0.2209], [6.5768, -4.5938, 0.4946], [5.4911, -4.2511, -0.4133], [5.6104, -4.6780, -1.7581], [4.5936, -4.0126, -2.6212], [4.8524, -2.5817, -2.5116], [3.7320, -1.6897, -2.6758], [8.0103, -6.0153, -1.9094], [9.1359, -6.1670, -0.4636], [9.6815, -5.5697, -1.9635], [7.5362, -2.7689, 0.2697], [8.5128, -3.8429, 1.1089], [6.3003, -4.3348, 1.5167], [6.7628, -5.6677, 0.5083], [5.5206, -3.2480, -0.5272], [5.3400, -5.7261, -1.8865], [6.5544, -4.5652, -2.2912], [3.5610, -4.2502, -2.3655], [4.6993, -4.1365, -3.6990], [4.0594, -0.9475, -3.4037], [3.6301, -1.1111, -1.7577], [2.7920, -2.1726, -2.9426], [-2.0915, -3.2681, 4.7968], [-2.6241, -4.1615, 3.8083], [-3.8744, -4.8159, 4.2240], [-4.3812, -6.0082, 3.3575], [-4.5871, -5.7191, 1.9414], [-5.7305, -4.8064, 1.9088], [-5.8645, -4.2509, 0.4959], [-4.6743, -3.7210, -0.0458], [-4.9730, -3.3659, -1.3697], [-1.0882, -2.9190, 4.5523], [-1.9943, -3.8099, 5.7376], [-2.6443, -2.3350, 4.9052], [-4.7539, -4.1721, 4.2152], [-3.7712, -5.1286, 5.2631], [-5.2360, -6.5362, 3.7802], [-3.6329, -6.7965, 3.4396], [-4.8322, -6.5733, 1.4615], [-5.7655, -3.9449, 2.5756], [-6.6933, -5.2968, 2.0527], [-6.7453, -3.6307, 0.3295], [-6.1725, -5.0885, -0.1299], [-5.9777, -2.9807, -1.5434], [-4.9649, -4.1918, -2.0810], [-4.2667, -2.5639, -1.5844], [-4.2007, 0.1028, -8.4599], [-5.2225, 0.1581, -7.4152], [-4.9431, -0.4814, -6.2273], [-5.2713, 0.4457, -4.9884], [-4.2865, 1.4572, -4.6231], [-4.2428, 2.6441, -5.5399], [-5.3740, 3.6315, -5.2010], [-5.1652, 4.2039, -3.9053], [-4.1658, 5.1672, -3.7530], [-4.3893, 0.8450, -9.2355], [-4.1265, -0.8781, -8.9294], [-3.2296, 0.3707, -8.0438], [-3.9909, -0.9765, -6.0367], [-5.6870, -1.2595, -6.0559], [-5.3452, -0.2006, -4.1139], [-6.3049, 0.7842, -5.0598], [-4.5358, 1.7877, -3.7019], [-4.2457, 2.4534, -6.6131], [-3.2450, 3.0609, -5.4030], [-6.3634, 3.1793, -5.1323], [-5.4530, 4.3674, -6.0012], [-4.3574, 5.9926, -4.4386], [-3.1591, 4.9159, -4.0868], [-4.1391, 5.6009, -2.7534], [2.1148, -0.7122, 5.3617], [3.3606, -0.9326, 6.1433], [3.2490, -1.8146, 7.1979], [4.5609, -2.0566, 7.9582], [4.7854, -0.8669, 8.7473], [6.2083, -0.7208, 9.2543], [7.2005, -0.3554, 8.0979], [8.2253, -1.3757, 7.9310], [9.2069, -0.8173, 7.0396], [2.3418, 0.0936, 4.6636], [1.4841, -0.3776, 6.1854], [1.7553, -1.6454, 4.9281], [2.8781, -2.7729, 6.8343], [2.4741, -1.5590, 7.9206], [5.2659, -2.1690, 7.1345], [4.4686, -3.0053, 8.4870], [4.5331, -0.1822, 8.0490], [6.5272, -1.6803, 9.6615], [6.2578, -0.1121, 10.1572], [7.7137, 0.5874, 8.2875], [6.7043, -0.4028, 7.1285], [9.9263, -1.6280, 6.9236], [9.7742, 0.0424, 7.3960], [8.8063, -0.4596, 6.0911], [1.7132, -3.4777, 2.7383], [1.0678, -4.0822, 1.5363], [2.0797, -4.3499, 0.5368], [1.4086, -4.8414, -0.8060], [0.3480, -5.7691, -0.6690], [1.0675, -6.9780, -0.1390], [0.0452, -8.1415, 0.1988], [-0.9139, -7.7357, 1.1709], [-1.5482, -8.8572, 1.7652], [2.1293, -2.4807, 2.5931], [2.5144, -4.0675, 3.1837], [0.9453, -3.4190, 3.5096], [2.8985, -5.0247, 0.7862], [2.6157, -3.4371, 0.2768], [2.0828, -5.2974, -1.5310], [0.9836, -3.9936, -1.3433], [0.0758, -6.0908, -1.5869], [1.5576, -6.7198, 0.7998], [1.7463, -7.3603, -0.9013], [0.5708, -9.0346, 0.5369], [-0.5712, -8.4971, -0.6269], [-1.9058, -9.6214, 1.0752], [-2.5101, -8.5606, 2.1834], [-0.8325, -9.2343, 2.4958], [-9.1238, -0.2847, 1.8744], [-8.4473, 0.7922, 1.2167], [-7.8407, 0.3926, 0.0450], [-7.0697, 1.5244, -0.5968], [-7.8235, 2.7979, -0.5838], [-7.0012, 3.8295, -1.2235], [-7.3024, 5.2869, -0.7692], [-8.6915, 5.5531, -1.1583], [-9.2924, 6.7939, -0.7654], [-9.2985, -0.0521, 2.9249], [-8.5288, -1.1975, 1.8482], [-10.1062, -0.5766, 1.5032], [-8.5805, 0.0759, -0.6903], [-7.2118, -0.4605, 0.2999], [-7.0128, 1.2449, -1.6489], [-6.1361, 1.5011, -0.0349], [-8.5545, 2.6834, -1.2713], [-7.1986, 3.8538, -2.2952], [-5.9395, 3.5841, -1.1973], [-6.6503, 5.9283, -1.3620], [-7.1941, 5.4472, 0.3035], [-8.7626, 7.5219, -1.3799], [-9.0641, 6.7763, 0.3003], [-10.3347, 6.9108, -1.0622]], "mulliken_charge": [-0.329, 2.123, -1.349, 1.956, -2.587, 3.940, 1.070, -0.155, -1.417, 0.030, -0.276, 0.430, -1.187, -0.476, 0.449, -0.022, 0.109, -1.276, 0.187, 0.099, 0.273, -0.214, -0.316, -0.534, -0.211, -0.611, 0.000, -0.311, -0.425, -1.394, 2.114, -0.337, 0.470, 0.316, 0.325, -0.872, -0.737, 0.253, -0.309, -0.354, -0.528, 0.520, 0.083, -0.221, 0.256, 0.296, 0.294, -1.111, 0.277, 0.348, 0.489, 0.068, 0.078, -0.082, 0.165, -0.498, -0.353, -0.482, -0.178, -0.145, 0.036, 0.411, 0.245, 0.491, -0.160, -0.332, -0.755, -0.493, 0.034, 0.491, 0.199, 0.309, 0.378, 0.293, -0.429, 0.230, -0.594, 0.349, -0.108, 0.152, -0.335, 0.473, 0.293, -1.041, -0.019, -1.407, 1.203, -0.498, -0.197, -0.910, -0.181, -0.790, 0.349, 0.359, 0.398, 0.264, 0.534, -0.701, 0.156, 0.370, 0.062, 0.295, 0.380, 0.471, 0.267, 0.248, 0.312, -0.871, -0.329, -1.126, -0.353, 0.378, -1.771, 1.244, -0.517, -0.235, 0.342, 0.242, 0.303, 0.272, 0.689, -0.021, 0.607, 0.115, 0.684, 0.472, -0.525, -0.084, 0.045, 0.433, 0.034, -0.660, -0.392, -0.216, -0.966, 0.194, -0.576, 0.267, -0.477, -0.230, 0.258, 0.295, 0.273, 0.124, 0.342, 0.372, 0.463, 0.018, 0.352, 0.321, -0.541, 0.496, 0.403, -0.186, 0.229, -0.360, 0.044, -0.603, -0.913, 0.019, -0.580, -1.117, 0.142, 0.257, -0.380, 0.420, 0.228, 0.298, 0.510, 0.421, 0.206, 0.273, 0.258, 0.270, 0.372, 0.457, 0.400, 0.269, -0.625, -0.475, -0.384, -0.866, -0.634, 0.155, 0.442, -0.866, -0.205, -0.448, 0.261, 0.339, 0.063, 0.390, 0.438, 0.508, 0.307, -0.083, -0.092, -0.171, 0.311, 0.445, 0.363, -0.281, 0.425, -0.157, -0.088, -1.063, -0.346, -0.523, -0.990, 0.667, -0.405, -0.629, -0.187, 0.320, 0.129, 0.445, 0.411, 0.189, 0.453, 0.323, 0.376, 0.345, 0.423, -0.485, 0.299, 0.334, 0.156, -0.305, 0.149, -0.863, -0.847, 0.051, -0.431, -0.938, -0.065, -0.767, -0.032, 0.474, -0.103, 0.316, 0.282, 0.756, -0.255, 0.164, 0.251, 0.346, 0.489, 0.387, 0.356, -0.028, 0.393, -0.663, -0.355, -0.347, -0.115, -0.352, -0.378, -0.752, -0.326, -0.695, 0.292, 0.162, 0.307, 0.360, -0.076, 0.216, 0.361, 0.300, 0.230, 0.272, 0.337, 0.445, 0.269, 0.297, 0.215]}


No. 2
{"formula": "C5H4N2", "method": "ωB97M-V with the def2-TZVPD basis set", "charge": 0, "gap_ev": 9.80, "species": ["C", "C", "C", "C", "N", "N", "C", "H", "H", "H", "H"], "positions_angstrom": [[2.7552, -0.3805, -0.1138], [1.5992, -0.4273, 0.2259], [0.2067, -0.1338, 0.3013], [-0.9406, -0.9029, 0.2778], [-1.9406, -0.0549, -0.0524], [-1.5394, 1.2121, -0.2384], [-0.2434, 1.1729, -0.0085], [3.7412, -0.2941, -0.5093], [-1.1294, -1.9498, 0.4691], [-2.8936, -0.2926, -0.2734], [0.3846, 2.0509, -0.0784]], "mulliken_charge": [-0.176, -0.389, 0.408, -0.549, 0.263, -0.774, -0.277, 0.398, 0.425, 0.208, 0.466]}


No. 3
{"formula": "C14H32N5O11PbS", "method": "ωB97M-V with the def2-TZVPD basis set", "charge": 1, "gap_ev": 2.18, "species": ["Pb", "N", "O", "O", "O", "C", "C", "O", "S", "O", "O", "O", "H", "H", "H", "H", "C", "C", "O", "N", "C", "H", "H", "H", "H", "H", "H", "H", "C", "C", "O", "N", "C", "H", "H", "H", "H", "H", "H", "H", "C", "C", "O", "N", "C", "H", "H", "H", "H", "H", "H", "H", "C", "C", "O", "N", "C", "H", "H", "H", "H", "H", "H", "H"], "positions_angstrom": [[-3.8065, 2.9923, 4.6850], [-2.2006, 0.2045, 0.8625], [-2.6250, 0.2514, 2.0178], [-2.4268, -0.7718, 0.1664], [-1.4626, 1.1603, 0.4867], [-3.0923, -2.8613, -6.1539], [-2.3620, -3.1218, -4.7711], [-1.3029, -4.0266, -5.0773], [-0.5574, -3.6087, -6.5287], [0.0598, -4.7276, -7.1602], [0.3194, -2.4510, -6.3955], [-2.1124, -3.2079, -7.1678], [-3.3531, -1.8037, -6.1936], [-3.9876, -3.4811, -6.2014], [-3.0839, -3.5048, -4.0498], [-1.9454, -2.2295, -4.3036], [-2.8834, 2.5847, -4.2100], [-1.5212, 2.5110, -4.8608], [-1.3522, 2.4379, -6.0670], [-0.4590, 2.3469, -4.0876], [0.9677, 2.2906, -4.5300], [-2.9107, 3.5042, -3.6252], [-3.0033, 1.7193, -3.5582], [-3.6754, 2.5656, -4.9587], [-0.5410, 2.2595, -3.0847], [1.2863, 3.0636, -5.2293], [1.1326, 1.2839, -4.9140], [1.7037, 2.4764, -3.7478], [1.9464, -1.9420, -1.7247], [1.7308, -3.3245, -1.4094], [2.3699, -4.1627, -1.9701], [0.7959, -3.5551, -0.5178], [0.5315, -4.7407, 0.3383], [1.1787, -1.3103, -1.2779], [1.9083, -1.9871, -2.8131], [2.9423, -1.6327, -1.4076], [0.2119, -2.7634, -0.2896], [-0.2509, -5.2188, -0.2511], [0.1874, -4.4192, 1.3213], [1.4342, -5.3490, 0.3954], [2.2150, 5.2965, 4.0705], [1.2623, 4.3051, 3.3787], [0.0263, 4.3413, 3.4463], [1.7863, 3.3427, 2.5778], [3.1822, 2.9815, 2.3263], [1.6911, 6.1579, 4.4847], [2.9465, 5.7044, 3.3729], [2.8590, 4.9458, 4.8770], [1.0780, 2.7395, 2.1846], [3.1395, 2.2642, 1.5067], [3.4445, 2.3946, 3.2065], [3.7196, 3.8797, 2.0222], [-0.8095, -2.0197, 6.3589], [-0.4341, -0.6108, 6.6114], [-1.2727, 0.2607, 6.3198], [0.7824, -0.3109, 6.9214], [1.3681, 1.0271, 7.1473], [-1.5240, -2.3873, 7.0954], [0.1129, -2.5856, 6.4898], [-1.1310, -2.1097, 5.3213], [1.3668, -1.1346, 6.9198], [2.0812, 1.2689, 6.3591], [1.8016, 1.0900, 8.1454], [0.5169, 1.7074, 7.1198]], "mulliken_charge": [1.479, 1.059, -0.522, -0.509, -0.549, -0.225, -0.338, -0.318, 1.073, -0.499, -0.495, -0.347, 0.265, 0.293, 0.341, 0.245, -1.061, 0.754, -0.636, -0.155, -0.845, 0.332, 0.284, 0.269, 0.195, 0.285, 0.242, 0.339, -0.758, 0.708, -0.632, -0.140, -0.845, 0.195, 0.220, 0.263, 0.114, 0.284, 0.274, 0.319, -1.170, 0.815, -0.703, -0.152, -0.867, 0.316, 0.328, 0.316, 0.226, 0.343, 0.269, 0.301, -0.957, 0.749, -0.703, -0.181, -0.747, 0.277, 0.304, 0.250, 0.201, 0.253, 0.305, 0.271]}